No. 1
12
Properties=species:S:1:pos:R:3:forces:R:3 method="wB97M-V/def2-TZVPD" smiles="C=C1CC=CO1" e_tot_ev=-7326.2102 homo_lumo_gap_ev=8.8930 lumo_energy_ev=1.0 de_lowest_kj_mol=296.63 spin_multiplicity=1
O 0.509897 0.548803 -1.222774 -0.495 -0.676 -1.596
C 0.462662 -0.850934 -1.405059 0.951 0.110 2.377
C -0.032040 -0.658844 0.692821 0.434 5.220 8.204
C -0.468989 1.952266 0.567228 1.373 -3.101 -4.996
C -0.022280 0.750343 -0.043029 -1.912 1.816 6.272
C 0.316785 -1.559150 -0.238863 0.210 -0.608 -7.468
H -0.786680 2.129169 1.530605 -0.529 -0.579 2.031
H 0.736806 -1.038631 -2.383006 0.334 -1.064 -1.708
H 0.868767 -0.625072 1.586529 -2.089 0.067 -2.024
H -0.939677 -0.804030 1.371829 0.988 0.080 -1.318
H -0.754394 2.727427 -0.122176 0.588 0.537 -0.214
H 0.109144 -2.571347 -0.334106 0.148 -1.803 0.440

=====

No. 2
12
Properties=species:S:1:pos:R:3:forces:R:3 method="wB97M-V/def2-TZVPD" e_tot_ev=-7324.8375 homo_lumo_gap_ev=10.3968 lumo_energy_ev=1.1 de_lowest_kj_mol=429.07 spin_multiplicity=1
O -0.791074 0.319768 -1.016382 0.148 -1.833 -0.804
C 1.243678 -0.556180 -0.153927 0.688 -0.064 -0.049
C -0.758960 -0.412638 0.913012 -4.479 2.706 5.165
C -0.351991 0.844358 0.187444 -1.776 4.012 1.331
C 1.079228 0.735647 0.179464 -1.119 -6.247 -2.058
C -0.205523 -0.882101 -0.223455 0.246 -3.988 -8.131
H -1.835794 -0.436501 1.137861 0.219 -0.376 -0.699
H -0.241506 -0.649532 1.759650 1.304 -0.460 2.523
H 2.011700 -1.340308 -0.297168 -0.242 1.181 0.157
H 1.655703 1.406075 0.483556 5.248 5.616 2.179
H -0.735787 1.829568 0.375941 -0.412 0.541 0.486
H -0.564320 -1.741965 -0.744007 0.175 -1.087 -0.102